{"formula": "C14H50O11", "method": "wB97M-V/def2-TZVPD", "lumo_ev": -0.0242, "homo_lumo_gap_ev": 9.22, "smiles": "CCO.CCO.CCO.CCO.CCO.CCO.CO.CO.O.O.O", "de_lowest_ev": 2.342, "e_homo_ha": -0.340, "elements": ["C", "C", "O", "H", "H", "H", "H", "H", "H", "C", "C", "O", "H", "H", "H", "H", "H", "H", "C", "C", "O", "H", "H", "H", "H", "H", "H", "C", "C", "O", "H", "H", "H", "H", "H", "H", "C", "C", "O", "H", "H", "H", "H", "H", "H", "C", "C", "O", "H", "H", "H", "H", "H", "H", "C", "O", "H", "H", "H", "H", "C", "O", "H", "H", "H", "H", "O", "H", "H", "O", "H", "H", "O", "H", "H"], "xyz": [[-8.6522, 1.5845, 14.8613], [-7.8273, 2.1234, 16.0550], [-7.0746, 1.1336, 16.7448], [-9.1404, 0.6218, 15.0128], [-8.0004, 1.4393, 13.9998], [-9.4259, 2.2730, 14.5215], [-8.4774, 2.6489, 16.7546], [-7.0976, 2.8610, 15.7210], [-6.3862, 0.8457, 16.1407], [-2.5835, -0.2137, 15.5519], [-3.8278, 0.2043, 16.2969], [-4.8252, 0.3619, 15.3091], [-1.8957, -0.6157, 16.2959], [-2.1055, 0.6527, 15.0947], [-2.8492, -0.8728, 14.7255], [-3.6304, 1.0873, 16.9047], [-4.1550, -0.5653, 16.9959], [-4.4409, 0.8882, 14.6041], [-7.2863, 7.6700, 12.8288], [-5.7698, 7.5372, 13.0181], [-5.1659, 7.5305, 11.7550], [-7.6973, 6.8836, 12.1958], [-7.6542, 8.5812, 12.3573], [-7.8143, 7.5233, 13.7711], [-5.5625, 6.6532, 13.6211], [-5.4208, 8.4171, 13.5587], [-4.3199, 7.1557, 12.0108], [-0.4191, 4.2563, 16.7891], [0.3794, 2.9922, 17.0249], [1.5476, 3.4022, 17.7085], [0.1563, 4.8931, 16.1171], [-0.6227, 4.6877, 17.7692], [-1.3862, 4.0500, 16.3305], [0.5826, 2.5620, 16.0443], [-0.1887, 2.2887, 17.6336], [2.1133, 2.6308, 17.7895], [-3.6999, 4.5157, 10.7024], [-3.2592, 4.7753, 12.1463], [-2.8726, 6.1459, 12.3186], [-3.9887, 3.4668, 10.6356], [-2.8787, 4.5355, 9.9859], [-4.4920, 5.0943, 10.2272], [-2.4030, 4.1472, 12.3923], [-4.0524, 4.5282, 12.8519], [-2.0702, 6.2117, 11.7957], [-6.7546, 8.7349, 16.6333], [-5.7980, 9.9544, 16.6587], [-4.6213, 9.3775, 17.1289], [-6.4314, 7.9688, 15.9286], [-7.7251, 9.0836, 16.2803], [-6.9267, 8.2386, 17.5883], [-6.1845, 10.7844, 17.2501], [-5.6202, 10.3978, 15.6789], [-4.3397, 10.0049, 17.7987], [-2.8901, 7.4483, 15.3617], [-2.4441, 8.7891, 15.6288], [-2.3803, 7.0078, 14.5048], [-2.6437, 6.7800, 16.1868], [-3.9663, 7.3285, 15.2373], [-3.1285, 9.1580, 16.1920], [-4.7327, 4.3601, 16.0073], [-5.9608, 5.0958, 16.0728], [-4.3235, 4.2075, 15.0086], [-4.0852, 4.9199, 16.6822], [-4.9580, 3.4398, 16.5462], [-6.1340, 5.1366, 17.0162], [-3.9825, 1.8418, 13.2223], [-3.2288, 1.4118, 12.8182], [-4.5902, 1.9915, 12.4981], [-6.3596, 5.2777, 18.8666], [-6.9979, 5.4256, 19.5644], [-5.6267, 5.8531, 19.0858], [-8.5562, 5.1862, 14.7592], [-7.6475, 5.4055, 14.9654], [-8.5184, 4.8080, 13.8807]], "forces_ev_per_a": [[0.422, 0.098, -0.190], [-0.008, -0.124, -0.348], [-0.928, 0.025, 0.366], [0.089, 0.009, 0.513], [0.188, -0.076, -0.097], [0.028, 0.249, 0.256], [0.017, -0.263, 0.188], [-0.326, 0.315, -0.372], [0.434, -0.229, -0.245], [0.473, 0.344, 0.589], [0.131, -0.555, -0.497], [-0.842, 0.084, 0.805], [0.346, -0.390, -0.470], [0.103, 0.201, 0.051], [0.179, -0.478, 0.400], [-0.207, 0.386, -0.097], [-0.116, -0.107, -0.156], [-0.169, 0.346, -0.384], [-0.387, -0.564, 0.249], [-2.126, 1.220, -0.167], [0.213, -0.514, 0.153], [0.344, -0.304, -0.163], [0.516, 0.304, 0.164], [0.051, 0.278, 0.152], [0.161, -0.262, -0.040], [0.127, 0.057, 0.423], [0.909, -0.010, -0.916], [-0.228, -0.425, 0.173], [-0.585, 0.595, -0.206], [0.320, -0.304, -0.100], [-0.134, 0.332, 0.322], [0.157, 0.490, -0.197], [-0.014, -0.121, -0.124], [0.320, -0.382, 0.003], [-0.076, -0.215, -0.016], [0.195, 0.024, 0.127], [0.307, -1.099, -0.369], [-0.314, 0.494, -0.852], [0.111, -0.639, 0.191], [-0.341, -0.219, 0.049], [0.423, 0.359, 0.192], [-0.115, 0.329, 0.785], [-0.027, -0.199, 0.009], [0.013, 0.333, -0.026], [0.140, 0.529, -0.029], [-0.908, 1.154, -0.914], [-1.779, -1.623, -0.826], [1.424, 0.982, 1.408], [0.284, 0.114, 0.005], [-0.256, -0.155, -0.065], [0.358, 0.364, 0.198], [0.091, -0.193, 0.527], [-0.185, -0.281, -0.349], [0.750, -0.291, 0.278], [0.537, -0.148, 0.479], [-0.035, -1.086, -0.740], [-0.064, 0.523, -0.148], [0.174, 0.003, 0.410], [-0.117, 0.427, -0.229], [-0.231, 0.182, 0.134], [-0.744, 0.296, 1.768], [0.168, 0.233, -1.304], [-0.303, 0.187, 0.137], [0.940, -0.155, -0.498], [0.493, -0.662, -0.514], [-0.615, 0.152, 0.283], [0.187, 0.220, 0.006], [0.319, -0.152, -0.125], [-0.350, 0.047, -0.176], [0.152, -0.071, -0.117], [-0.307, -0.070, 0.082], [0.283, 0.206, 0.092], [-0.573, 0.043, -0.033], [0.583, -0.092, 0.343], [-0.052, -0.072, -0.210]], "lowdin_charge": [-0.0787, -0.3041, -0.0942, 0.0687, 0.0568, 0.0590, 0.1104, 0.0758, 0.0183, -0.0871, -0.3034, -0.1064, 0.0774, 0.0611, 0.0843, 0.1077, 0.1206, 0.0155, -0.0813, -0.3338, -0.0691, 0.0681, 0.0734, 0.0476, 0.0937, 0.1038, 0.0199, -0.0912, -0.3465, -0.0727, 0.0816, 0.0804, 0.0585, 0.1051, 0.1061, 0.0812, -0.0705, -0.2817, -0.0965, 0.0563, 0.0741, 0.0811, 0.1097, 0.0859, 0.1046, -0.0627, -0.2851, -0.0922, 0.0485, 0.0735, 0.0701, 0.1130, 0.1132, 0.1047, -0.1485, -0.1199, 0.0629, 0.0580, 0.0531, 0.0099, -0.1103, -0.1619, 0.0690, 0.0694, 0.0759, 0.0241, -0.0193, 0.0682, 0.0642, -0.0223, 0.0577, 0.0533, -0.0530, -0.0145, 0.0320]}